1.
Density functional theory data (ωB97M-V/def2-TZVPD) for a structure of composition C28H21GaN2OP.

The geometry in XYZ format:
```
54
C28H21GaN2OP | the OMol25 dataset | ωB97M-V/def2-TZVPD
Ga 0.019 0.611 -0.207
O 2.643 0.547 -1.227
C 2.020 0.311 -0.213
C 2.678 0.005 1.086
C 4.034 -0.320 1.098
C 4.673 -0.582 2.294
C 3.964 -0.502 3.491
C 2.620 -0.173 3.487
C 1.963 0.084 2.285
P 0.173 0.447 2.271
C -0.107 1.831 3.395
C 0.912 2.699 3.780
C 0.621 3.785 4.597
C -0.679 4.009 5.023
C -1.702 3.155 4.627
C -1.422 2.074 3.806
C -0.544 -1.035 3.019
C -0.852 -1.122 4.371
C -1.331 -2.317 4.890
C -1.511 -3.417 4.065
C -1.207 -3.333 2.712
C -0.728 -2.143 2.189
H 4.564 -0.363 0.155
H 5.722 -0.849 2.301
H 4.464 -0.701 4.431
H 2.075 -0.119 4.423
H 1.930 2.526 3.458
H 1.416 4.454 4.903
H -0.899 4.851 5.667
H -2.717 3.333 4.955
H -2.221 1.413 3.488
H -0.723 -0.264 5.021
H -1.565 -2.387 5.944
H -1.893 -4.343 4.475
H -1.349 -4.190 2.067
H -0.493 -2.080 1.134
N 0.283 2.246 -1.513
H 0.059 3.171 -1.154
H -0.308 2.092 -2.326
H 1.256 2.242 -1.818
N -9.789 0.875 -0.340
C -8.647 0.785 -0.420
C -7.208 0.680 -0.512
C -6.598 -0.570 -0.478
C -5.220 -0.665 -0.543
C -4.442 0.490 -0.641
C -5.061 1.739 -0.695
C -6.438 1.835 -0.628
C -3.006 0.395 -0.635
C -1.800 0.314 -0.630
H -7.207 -1.460 -0.398
H -4.737 -1.632 -0.522
H -4.458 2.632 -0.792
H -6.926 2.800 -0.664
```

Its LUMO energy is -3.54 eV. The net charge is +1. The energy above the lowest of the compared OMol25 structures with the same formula, charge and spin comes out at 0.0 kJ/mol. As for the orbital gap: 7.8 eV. The total energy comes out at -96062.6839 eV.

2.
Density functional theory data (ωB97M-V/def2-TZVPD) for a structure of composition C28H21MnN7O7 at a distorted geometry.

The geometry in XYZ format:
```
64
C28H21MnN7O7 | the OMol25 dataset | ωB97M-V/def2-TZVPD
Mn -1.985 2.632 0.707
O -4.322 2.851 -3.489
C -3.745 2.721 -2.278
O -2.560 2.600 -2.112
C -4.766 2.737 -1.162
C -6.120 2.760 -1.409
C -6.978 2.705 -0.307
C -6.439 2.601 0.955
C -5.051 2.570 1.105
N -4.245 2.677 0.057
C -4.390 2.288 2.470
O -5.147 2.262 3.430
O -3.148 2.071 2.386
H -3.604 2.808 -4.140
H -6.493 2.804 -2.421
H -8.050 2.720 -0.453
H -7.044 2.527 1.848
C 6.515 -8.167 0.076
O 6.898 -6.806 -0.047
C 5.915 -5.873 -0.028
C 6.335 -4.547 -0.131
C 5.405 -3.529 -0.125
C 4.042 -3.803 -0.015
C 3.636 -5.125 0.088
C 4.558 -6.162 0.083
C 3.023 -2.743 -0.003
N 1.728 -2.944 0.053
C 1.174 -1.687 0.052
C 2.137 -0.720 -0.006
N 3.329 -1.409 -0.045
C 1.849 0.683 -0.037
C 2.797 1.714 -0.127
C 2.375 3.015 -0.172
C 1.002 3.282 -0.122
N 0.099 2.326 -0.031
C 0.499 1.045 0.017
C -0.549 0.019 0.123
N -1.822 0.445 0.225
C -2.785 -0.448 0.298
C -2.549 -1.829 0.271
C -1.257 -2.274 0.189
C -0.216 -1.335 0.118
H 7.434 -8.743 0.049
H 5.873 -8.471 -0.754
H 6.000 -8.348 1.022
H 7.393 -4.342 -0.214
H 5.766 -2.510 -0.209
H 2.579 -5.339 0.176
H 4.209 -7.180 0.169
H 4.252 -1.014 -0.066
H 3.856 1.484 -0.153
H 3.076 3.835 -0.232
H 0.627 4.298 -0.145
H -3.790 -0.058 0.407
H -3.381 -2.516 0.335
H -1.015 -3.329 0.188
N -2.280 5.214 -0.517
N -1.368 5.948 0.253
C -0.990 5.438 1.524
O -0.384 6.208 2.256
O -1.217 4.196 1.686
H -2.007 5.242 -1.490
H -3.227 5.569 -0.419
H -1.455 6.954 0.247
```

Its expectation value of S² is 8.7533. Its LUMO energy (alpha / beta) is -0.41 / -0.47 eV. The net charge is 0. As for the orbital gap (alpha / beta): 7.4 / 7.7 eV. Its spin multiplicity is 6. The total energy comes out at -85465.2153 eV.

3.
Density functional theory data (ωB97M-V/def2-TZVPD) for a structure of composition C28H22AgClN5O3S2 at a distorted geometry.

The geometry in XYZ format:
```
62
C28H22AgClN5O3S2 | the OMol25 dataset | ωB97M-V/def2-TZVPD
Ag -15.195 2.573 1.970
Cl -19.415 -1.755 6.266
C -18.187 -1.193 5.236
C -16.902 -1.116 5.827
C -15.850 -0.613 5.113
C -15.987 -0.129 3.749
O -14.928 0.204 3.133
C -17.327 -0.201 3.172
C -17.522 0.102 1.796
N -16.734 0.843 1.051
C -17.120 1.252 -0.187
C -18.410 1.112 -0.791
C -18.444 1.022 -2.202
C -17.410 1.457 -3.018
C -16.262 2.035 -2.411
C -15.256 2.779 -3.071
C -14.297 3.447 -2.346
C -14.222 3.240 -0.964
N -15.142 2.584 -0.313
C -16.149 1.957 -0.978
C -18.385 -0.764 3.945
H -16.798 -1.425 6.874
H -14.863 -0.605 5.528
H -18.389 -0.312 1.322
H -19.263 0.769 -0.175
H -19.330 0.570 -2.698
H -17.399 1.324 -4.102
H -15.279 2.830 -4.155
H -13.502 4.059 -2.785
H -13.416 3.652 -0.351
H -19.391 -0.745 3.554
C -15.618 6.179 2.142
C -14.206 5.827 2.173
N -13.715 4.591 2.064
C -12.334 4.615 2.242
C -11.814 5.864 2.511
S -13.042 7.044 2.510
C -11.572 3.395 2.318
C -10.153 3.325 2.181
S -9.569 1.749 2.424
C -11.273 1.245 2.536
N -12.186 2.205 2.430
C -11.658 -0.182 2.638
H -16.025 6.183 3.145
H -16.239 5.443 1.580
H -15.755 7.165 1.682
H -10.756 6.075 2.699
H -9.546 4.206 2.076
H -10.827 -0.733 3.094
H -11.780 -0.604 1.641
H -12.584 -0.316 3.191
O -15.126 3.282 5.587
C -16.148 3.447 4.961
C -17.495 3.897 5.683
C -18.579 3.690 4.647
C -17.712 3.348 3.395
O -18.238 3.242 2.288
N -16.382 3.253 3.637
H -17.429 4.925 6.070
H -17.635 3.251 6.543
H -19.263 4.543 4.467
H -19.129 2.791 4.803
```

Its LUMO energy is 2.15 eV. The net charge is -1. The energy above the lowest of the compared OMol25 structures with the same formula, charge and spin comes out at 107.9 kJ/mol. As for the orbital gap: 5.9 eV. The total energy comes out at -81180.5595 eV.

Question: Among the records above, which one has the highest net charge?
Answer: C28H21GaN2OP

Repeat the first record exactly.
Density functional theory data (ωB97M-V/def2-TZVPD) for a structure of composition C28H21GaN2OP.

The geometry in XYZ format:
```
54
C28H21GaN2OP | the OMol25 dataset | ωB97M-V/def2-TZVPD
Ga 0.019 0.611 -0.207
O 2.643 0.547 -1.227
C 2.020 0.311 -0.213
C 2.678 0.005 1.086
C 4.034 -0.320 1.098
C 4.673 -0.582 2.294
C 3.964 -0.502 3.491
C 2.620 -0.173 3.487
C 1.963 0.084 2.285
P 0.173 0.447 2.271
C -0.107 1.831 3.395
C 0.912 2.699 3.780
C 0.621 3.785 4.597
C -0.679 4.009 5.023
C -1.702 3.155 4.627
C -1.422 2.074 3.806
C -0.544 -1.035 3.019
C -0.852 -1.122 4.371
C -1.331 -2.317 4.890
C -1.511 -3.417 4.065
C -1.207 -3.333 2.712
C -0.728 -2.143 2.189
H 4.564 -0.363 0.155
H 5.722 -0.849 2.301
H 4.464 -0.701 4.431
H 2.075 -0.119 4.423
H 1.930 2.526 3.458
H 1.416 4.454 4.903
H -0.899 4.851 5.667
H -2.717 3.333 4.955
H -2.221 1.413 3.488
H -0.723 -0.264 5.021
H -1.565 -2.387 5.944
H -1.893 -4.343 4.475
H -1.349 -4.190 2.067
H -0.493 -2.080 1.134
N 0.283 2.246 -1.513
H 0.059 3.171 -1.154
H -0.308 2.092 -2.326
H 1.256 2.242 -1.818
N -9.789 0.875 -0.340
C -8.647 0.785 -0.420
C -7.208 0.680 -0.512
C -6.598 -0.570 -0.478
C -5.220 -0.665 -0.543
C -4.442 0.490 -0.641
C -5.061 1.739 -0.695
C -6.438 1.835 -0.628
C -3.006 0.395 -0.635
C -1.800 0.314 -0.630
H -7.207 -1.460 -0.398
H -4.737 -1.632 -0.522
H -4.458 2.632 -0.792
H -6.926 2.800 -0.664
```

Its LUMO energy is -3.54 eV. The net charge is +1. The energy above the lowest of the compared OMol25 structures with the same formula, charge and spin comes out at 0.0 kJ/mol. As for the orbital gap: 7.8 eV. The total energy comes out at -96062.6839 eV.

Question: What is the net charge in the first record?
Answer: +1